This record from the OMol25 dataset describes a molecular structure, C27H44BrNNiP2S at a distorted geometry. The level of theory is ωB97M-V/def2-TZVPD.

Structure (ORCA input):
```
! wB97M-V def2-TZVPD RIJCOSX def2/J DEFGRID3
* xyz 2 3
C -0.65557 7.36714 -6.10195
C -0.85378 5.98784 -6.30288
C -1.12823 5.54828 -7.61953
C -1.24767 6.50450 -8.64080
N -1.09416 7.80605 -8.41746
C -0.79636 8.24095 -7.19336
C -0.80330 5.05836 -5.18977
C -0.84380 4.18076 -4.34275
C -0.74497 3.06331 -3.49445
C 0.49403 2.90726 -2.88114
C 0.83243 1.62011 -2.39841
C -0.18483 0.61847 -2.41158
C -1.47102 0.84948 -2.85473
C -1.74476 2.07867 -3.45733
Ni 0.59835 0.72500 -0.68670
P 2.23974 -0.73827 -1.09653
H -1.27962 4.49851 -7.86530
H -0.42457 7.78452 -5.12284
H -1.48053 6.20580 -9.66781
H -0.67140 9.31751 -7.07143
H -2.71222 2.28441 -3.92969
H 1.23372 3.70720 -2.88736
H -2.25425 0.10287 -2.74709
H 1.91058 1.45748 -2.18777
C 2.35334 -2.29785 -0.13157
C 3.09099 -3.46872 -0.78655
H 1.31026 -2.58096 0.07679
H 2.81344 -2.02806 0.83192
H 3.16100 -4.28556 -0.05493
H 2.54672 -3.86270 -1.65576
H 4.11401 -3.21495 -1.09763
C 2.19730 -1.25700 -2.86502
C 2.99481 -0.39237 -3.83332
H 1.13054 -1.19159 -3.11908
H 2.49114 -2.31320 -2.93358
H 2.75670 -0.69560 -4.86306
H 2.72592 0.66732 -3.74595
H 4.07934 -0.49176 -3.68839
C 3.84429 0.11764 -0.80560
C 5.08878 -0.75450 -0.94562
H 3.78139 0.53046 0.21547
H 3.87067 0.97530 -1.49495
H 5.97626 -0.11676 -0.84029
H 5.13578 -1.51511 -0.15716
H 5.15840 -1.25328 -1.92156
Br -0.90012 -1.19299 -0.54643
P -2.37835 -3.03703 -3.80519
C -0.58450 -3.21589 -3.55859
C -0.14731 -4.63443 -3.94296
H -0.36963 -2.96763 -2.50584
H -0.07701 -2.47521 -4.19340
H 0.91852 -4.65624 -4.19638
H -0.32390 -5.34501 -3.12750
H -0.71054 -4.98168 -4.81916
C -3.19382 -3.04204 -2.17675
C -4.60516 -3.62984 -2.26770
H -3.20571 -2.01917 -1.78363
H -2.57873 -3.65129 -1.50242
H -5.00481 -3.79884 -1.26322
H -5.28964 -2.96090 -2.79931
H -4.58721 -4.59136 -2.79388
C -2.64059 -1.40725 -4.56396
C -2.92712 -1.46162 -6.06119
H -1.71658 -0.84409 -4.41114
H -3.45917 -0.91067 -4.02700
H -3.27266 -0.48006 -6.40182
H -2.01813 -1.71164 -6.61709
H -3.69414 -2.20664 -6.28803
C 1.29379 2.87661 1.45175
S 0.39340 1.30964 1.39501
C 1.37899 0.33227 2.56395
H 0.84274 3.51645 0.69117
H 2.35840 2.73356 1.24622
H 1.13960 3.30442 2.44603
H 2.05671 0.99423 3.10900
H 0.65964 -0.10806 3.26073
H 1.92917 -0.46634 2.06050
*
```

Results
ΔE to the lowest compared entry with this formula, charge and spin in kJ/mol: 173.1
HOMO level (alpha / beta) in eV: -13.19 / -13.19
Frontier orbital gap (alpha / beta) in eV: 6.07 / 4.49



This record from the OMol25 dataset describes a molecular structure, C27H44BrNOP2PbS at a distorted geometry. The level of theory is ωB97M-V/def2-TZVPD.

Structure (ORCA input):
```
! wB97M-V def2-TZVPD RIJCOSX def2/J DEFGRID3
* xyz 2 1
C -0.96198 6.77080 -3.06248
C -1.36582 5.43892 -3.27946
C -1.44837 4.95029 -4.59854
C -1.36087 5.87749 -5.64232
N -1.09453 7.15324 -5.40514
C -0.89585 7.61407 -4.17893
C -1.65411 4.52923 -2.15161
C -1.01497 3.78116 -1.34092
C -0.39162 2.65572 -0.71049
C 0.59012 2.76554 0.30979
C 0.97515 1.63336 1.01784
C 0.55324 0.31220 0.65491
C -0.11457 0.22811 -0.61820
C -0.75263 1.33181 -1.15009
Pb -3.00269 3.10936 -0.90059
P 2.01201 -1.66270 1.29760
H -1.62624 3.89160 -4.82838
H -0.74852 7.17249 -2.06572
H -1.52572 5.55926 -6.67147
H -0.69200 8.67586 -4.04764
H -1.54523 1.20080 -1.91394
H 0.86510 3.78143 0.61163
H -0.35096 -0.75905 -0.99333
H 1.53622 1.77460 1.93763
C 2.44961 -3.33410 1.95085
C 3.46671 -4.11042 1.10475
H 1.50092 -3.90466 2.01444
H 2.83726 -3.18848 2.97718
H 3.72482 -5.04005 1.62196
H 3.07946 -4.41442 0.12737
H 4.39812 -3.55704 0.92986
C 2.12943 -1.85570 -0.49766
C 2.90866 -0.78254 -1.23756
H 1.09569 -1.84994 -0.84426
H 2.48750 -2.86770 -0.72181
H 2.70325 -0.93782 -2.30699
H 2.56417 0.22948 -0.97618
H 3.99322 -0.88180 -1.08325
C 3.28419 -0.51200 1.90455
C 4.72558 -1.01247 2.01007
H 2.90465 -0.21969 2.90586
H 3.21124 0.35850 1.23715
H 5.33331 -0.17368 2.36998
H 4.84157 -1.81700 2.74818
H 5.15788 -1.34109 1.05221
Br -0.70785 -0.60600 1.82065
P -2.67114 -3.05613 -0.97864
C -0.88367 -3.45941 -0.96119
C -0.60428 -4.89608 -1.42891
H -0.48809 -3.28199 0.04889
H -0.38473 -2.75662 -1.63940
H 0.44343 -4.99913 -1.74646
H -0.79559 -5.63003 -0.63350
H -1.24418 -5.13895 -2.28870
C -3.16995 -2.87874 0.75551
C -4.44290 -3.72253 0.90257
H -3.33682 -1.82663 1.01180
H -2.38303 -3.26272 1.41839
H -4.65675 -3.95837 1.94550
H -5.30141 -3.20151 0.46927
H -4.31100 -4.66969 0.36560
C -2.89629 -1.53892 -1.95343
C -3.17096 -1.97216 -3.40075
H -2.01627 -0.89352 -1.88364
H -3.75716 -0.99523 -1.53744
H -3.59388 -1.14664 -3.98113
H -2.25306 -2.29860 -3.90426
H -3.87966 -2.81116 -3.37422
C 0.64950 3.50187 4.79697
S -0.10779 1.98695 4.22731
C 0.06413 0.97275 5.71985
O -1.55708 2.26858 4.03606
H 1.51725 3.28874 5.42210
H -0.11441 4.07920 5.33621
H 0.96362 4.02280 3.88410
H -0.84768 1.07447 6.32792
H 0.20663 -0.06234 5.38840
H 0.94864 1.29477 6.27766
*
```

Results
HOMO level (alpha / beta) in eV: -12.13 / -12.13
Frontier orbital gap (alpha / beta) in eV: 3.96 / 4.22



This record from the OMol25 dataset describes a molecular structure, C27H44Cl2NO2PW at a distorted geometry. The level of theory is ωB97M-V/def2-TZVPD.

Structure (ORCA input):
```
! wB97M-V def2-TZVPD RIJCOSX def2/J DEFGRID3
* xyz 0 3
P 0.05417 -0.77614 -1.07827
C 1.65007 -0.15854 -1.86227
C 1.96327 -0.50414 -3.32877
C 3.39207 -0.06864 -3.69227
C 3.60027 1.42996 -3.43927
C 3.25977 1.79766 -1.98927
C 1.83697 1.35116 -1.62307
C -1.37253 0.12636 -1.89807
C -1.37073 0.30916 -3.42327
C -2.71263 0.88136 -3.90757
C -3.03283 2.20826 -3.20687
C -3.00963 2.04916 -1.68087
C -1.67283 1.46696 -1.19827
C -0.09073 -2.47524 -1.85557
C 1.09787 -3.34434 -1.40107
C 1.01137 -4.76874 -1.96687
C -0.31313 -5.43874 -1.58307
C -1.50473 -4.58264 -2.02767
C -1.41433 -3.15684 -1.46337
H 2.40807 -0.66694 -1.24417
H 1.25377 0.00346 -3.99127
H 1.85047 -1.57874 -3.50777
H 3.60237 -0.31114 -4.74147
H 4.10667 -0.64144 -3.08347
H 4.63297 1.71656 -3.67287
H 2.95047 2.00206 -4.11757
H 3.97367 1.30636 -1.31287
H 3.36627 2.87856 -1.83497
H 1.61387 1.59866 -0.57817
H 1.11997 1.90556 -2.24337
H -2.21563 -0.53834 -1.64987
H -3.50993 0.15516 -3.69267
H -1.16053 -0.64074 -3.92837
H -0.56923 1.00546 -3.70177
H -2.69283 1.01976 -4.99587
H -4.00843 2.58666 -3.53587
H -2.28503 2.95866 -3.50197
H -3.19723 3.01466 -1.19477
H -3.82333 1.37516 -1.37557
H -1.68573 1.32216 -0.11197
H -0.87053 2.18436 -1.41277
H -0.06093 -2.38764 -2.95157
H 2.04617 -2.88444 -1.70117
H 1.10157 -3.38504 -0.30237
H 1.09197 -4.72634 -3.06277
H 1.85987 -5.36454 -1.60847
H -0.34863 -5.56754 -0.49177
H -0.37703 -6.44084 -2.02457
H -2.44763 -5.04714 -1.71397
H -1.52413 -4.53294 -3.12607
H -2.26843 -2.57104 -1.82067
H -1.48703 -3.18904 -0.36697
W -0.06413 0.24256 3.36443
Cl -2.08973 -0.43714 2.52393
Cl 2.15827 0.28186 2.79773
C -0.40463 1.73976 4.36803
H -0.66483 1.70576 5.43013
C -0.49173 3.05836 3.76193
C -1.19703 4.08006 4.43263
C -1.34153 5.33956 3.86113
C -0.77533 5.61046 2.61313
C -0.05783 4.61486 1.94303
C 0.08687 3.35436 2.50883
H -1.63923 3.86486 5.40253
H -1.89283 6.11356 4.38803
H 0.39827 4.82886 0.98063
H 0.68067 2.59536 2.00433
H -0.88373 6.59566 2.16863
N -0.24323 -2.48184 7.27653
C 0.86497 -1.52854 7.24393
C 0.88807 -0.72934 5.97183
O 1.79097 0.21286 5.83243
O -0.00303 -0.93214 5.02033
H -1.15543 -1.97454 7.20093
H -0.22163 -2.99684 8.18663
H -0.15013 -3.17074 6.49413
H 0.76027 -0.82354 8.09833
H 1.83017 -2.06974 7.35133
*
```

Results
HOMO level (alpha / beta) in eV: -6.01 / -6.36
Frontier orbital gap (alpha / beta) in eV: 4.56 / 4.91



| no. | total energy (eV) |
| --- | --- |
| 1 | -170682.1032 |
| 2 | -136929.8850 |
| 3 | -70457.1462 |